1.
Here is a 8-piece molecular cluster, C56H96F3N7O9 overall in a non-equilibrium geometry from OMol25. Energies are from wB97M-V/def2-TZVPD.

LUMO level, eV: -0.4216
Total charge: 0

Cartesian coordinates (Å):
F1 -2.49 2.69 -5.92
F2 -1.32 3.97 -7.20
F3 -3.48 4.03 -7.28
O1 -1.70 -4.45 1.63
O2 2.78 7.31 -2.13
O3 1.88 7.28 4.43
O4 2.04 2.07 5.85
O5 -0.14 -11.69 -1.47
O6 0.61 -6.84 -3.36
O7 3.71 10.64 4.84
O8 -6.70 -4.31 4.76
O9 -1.88 7.15 -2.98
N1 -0.38 -8.89 -3.36
N2 -0.38 -13.93 -1.74
N3 3.46 3.80 5.43
N4 0.97 8.50 2.76
N5 -2.96 -5.70 3.05
N6 -7.99 -5.52 6.19
N7 5.72 9.74 5.38
C1 -3.21 -6.98 3.65
C2 -2.22 -2.80 -2.35
C3 -1.96 -5.51 2.17
C4 1.86 6.65 -2.52
C5 -2.60 1.01 -0.10
C6 0.57 6.38 -6.55
C7 -0.20 -12.82 -1.01
C8 4.46 1.37 -1.91
C9 -0.59 4.20 -0.05
C10 -1.17 4.95 -1.08
C11 -3.94 -1.17 -0.39
C12 3.71 2.43 -1.10
C13 -0.51 -13.80 -3.19
C14 3.44 0.48 -2.67
C15 -2.46 4.97 -5.37
C16 -0.85 6.54 -3.02
C17 2.38 6.57 -4.97
C18 -3.67 0.25 -0.90
C19 -0.34 5.74 -1.87
C20 -6.98 -5.36 5.31
C21 1.03 5.80 -1.63
C22 -0.44 -15.25 -1.14
C23 0.79 4.25 0.19
C24 0.03 7.45 2.43
C25 0.91 -9.57 -3.33
C26 -1.62 -9.65 -3.39
C27 3.99 -0.92 -2.88
C28 7.06 9.93 5.90
C29 1.61 5.06 -0.60
C30 1.98 -2.43 -3.04
C31 1.84 8.31 3.77
C32 -2.70 -1.95 0.03
C33 -0.39 -7.54 -3.38
C34 -8.81 -4.37 6.51
C35 1.22 -3.45 -3.90
C36 0.06 6.52 -4.20
C37 -1.67 -2.13 -1.08
C38 4.84 10.75 5.27
C39 1.40 3.38 1.27
C40 1.93 6.47 -6.28
C41 -0.05 -3.90 -3.19
C42 3.72 5.04 4.73
C43 -8.27 -6.80 6.81
C44 -2.44 3.92 -6.45
C45 1.44 6.59 -3.95
C46 2.30 3.12 5.29
C47 3.32 1.93 0.30
C48 -3.81 -4.57 3.40
C49 0.96 9.73 1.99
C50 1.81 2.02 0.64
C51 4.48 3.25 6.30
C52 -1.86 6.32 -5.83
C53 -0.38 6.42 -5.53
C54 3.12 -1.77 -3.82
C55 -1.15 -2.83 -3.44
C56 5.29 8.42 4.95
H1 5.24 11.72 5.62
H2 -2.73 2.08 -0.29
H3 -1.41 -7.11 -3.41
H4 0.61 3.22 2.01
H5 1.59 1.21 1.33
H6 -4.58 0.85 -0.82
H7 -3.04 -2.92 0.38
H8 5.02 8.44 3.89
H9 4.29 3.35 -1.05
H10 -1.69 -10.27 -2.50
H11 -3.35 0.25 -1.94
H12 -6.41 -6.29 5.13
H13 -4.49 -1.72 -1.15
H14 3.44 6.62 -4.75
H15 2.43 -2.93 -2.18
H16 4.42 8.11 5.52
H17 -0.60 7.24 3.30
H18 3.85 2.50 1.07
H19 1.31 -1.64 -2.69
H20 -8.20 -3.58 6.94
H21 -0.01 10.22 2.08
H22 2.80 2.67 -1.66
H23 0.38 -13.34 -3.60
H24 1.48 -9.27 -4.21
H25 -1.22 -1.18 -1.37
H26 3.27 0.97 -3.63
H27 -3.10 -2.28 -2.71
H28 -1.89 4.60 -4.51
H29 3.61 0.89 0.41
H30 -2.03 6.47 -6.90
H31 -0.38 -4.81 -3.67
H32 4.77 2.25 5.96
H33 6.10 7.71 5.10
H34 -9.29 -7.12 6.56
H35 -9.28 -3.98 5.61
H36 3.71 -2.56 -4.29
H37 -1.24 3.58 0.55
H38 4.09 3.15 7.32
H39 -7.57 -7.55 6.46
H40 -8.19 -6.71 7.90
H41 -4.29 -4.18 2.51
H42 -2.48 -3.83 -2.09
H43 -0.60 7.77 1.60
H44 -1.64 -10.29 -4.28
H45 -1.38 -6.43 1.97
H46 -4.56 -4.87 4.11
H47 -0.89 -2.78 -0.68
H48 -1.41 -15.71 -1.36
H49 2.51 9.17 3.93
H50 0.26 6.27 -7.58
H51 -0.11 -13.02 0.07
H52 2.52 0.42 -2.10
H53 -0.67 -1.85 -3.55
H54 1.15 9.52 0.94
H55 -2.38 7.10 -5.29
H56 0.56 6.54 2.16
H57 -3.12 -6.91 4.74
H58 -3.48 5.13 -5.04
H59 -3.20 -3.77 3.83
H60 -1.62 -3.10 -4.38
H61 3.91 5.84 5.44
H62 0.98 -2.95 -4.84
H63 -0.33 -15.17 -0.06
H64 -1.37 -13.17 -3.43
H65 2.68 5.13 -0.44
H66 4.60 4.92 4.08
H67 1.59 3.62 4.61
H68 -2.50 -7.72 3.29
H69 0.35 -15.88 -1.54
H70 -2.47 -8.97 -3.42
H71 5.35 3.90 6.30
H72 -9.58 -4.66 7.23
H73 -4.58 -1.08 0.49
H74 -1.59 0.71 -0.36
H75 1.26 1.89 -0.28
H76 4.02 -1.43 -1.91
H77 2.62 6.43 -7.11
H78 0.77 -10.64 -3.32
H79 7.80 9.65 5.15
H80 -0.65 -14.78 -3.63
H81 5.08 1.84 -2.67
H82 5.09 0.76 -1.27
H83 -4.22 -7.32 3.41
H84 2.87 5.32 4.12
H85 -2.23 4.89 -1.28
H86 1.91 -4.28 -4.06
H87 1.46 -9.27 -2.44
H88 1.73 10.41 2.37
H89 2.70 -1.12 -4.59
H90 2.25 3.86 1.74
H91 5.02 -0.85 -3.25
H92 -2.76 0.87 0.97
H93 -2.24 -1.48 0.90
H94 7.21 10.97 6.18
H95 0.14 -4.03 -2.13
H96 7.20 9.30 6.79

Atom charges from the Mulliken analysis, given in e for atoms 1 to 2:
1 F -0.2742
2 F -0.2531

***

2.
Here is a 11-piece molecular cluster, C56H97BN13O2P2 overall in a non-equilibrium geometry from OMol25. Energies are from wB97M-V/def2-TZVPD.

LUMO level, eV: -3.7894
Total charge: +1

Cartesian coordinates (Å):
P1 4.40 1.71 -1.31
P2 1.11 -1.78 -4.37
O1 3.99 1.05 0.02
O2 3.91 4.10 -3.93
N1 3.74 -4.35 -6.75
N2 5.52 3.29 4.70
N3 1.47 -3.05 5.39
N4 2.80 -0.07 -2.73
N5 1.59 4.69 -3.08
N6 -9.10 -1.98 -4.49
N7 1.78 -5.06 -0.27
N8 -0.92 1.41 2.04
N9 -1.51 4.81 6.60
N10 -5.07 3.89 8.42
N11 2.34 2.16 -3.51
N12 -2.92 -2.93 -6.59
N13 2.76 -10.63 6.69
C1 -3.53 5.43 11.18
C2 -3.32 0.73 -3.76
C3 3.09 1.34 -2.61
C4 6.55 4.20 1.47
C5 1.81 -0.13 -3.78
C6 5.46 3.28 2.02
C7 4.92 -4.35 -6.68
C8 1.46 1.30 -4.30
C9 -4.07 -3.19 -6.49
C10 -2.00 3.06 -5.29
C11 2.72 -0.98 -6.67
C12 1.61 -4.95 0.89
C13 1.76 1.41 2.21
C14 -4.01 3.57 4.46
C15 -5.53 -3.52 -6.35
C16 -3.01 4.64 9.98
C17 1.34 -1.78 -6.28
C18 -1.09 1.82 -4.95
C19 6.42 -4.35 -6.59
C20 0.26 1.41 2.11
C21 1.39 -4.81 2.37
C22 6.37 -2.88 -4.52
C23 2.40 -3.08 -3.79
C24 -10.65 -1.30 -6.58
C25 2.27 5.87 -2.43
C26 3.53 -2.26 6.92
C27 2.08 -10.35 5.77
C28 6.40 5.65 1.92
C29 0.43 1.77 -5.42
C30 -6.36 -2.24 -6.38
C31 -4.17 4.22 9.11
C32 1.22 -9.99 4.59
C33 -2.58 4.77 6.10
C34 1.71 2.86 4.30
C35 2.27 -0.17 7.66
C36 -4.23 1.97 -4.10
C37 -4.26 6.71 10.77
C38 -9.78 -1.68 -5.41
C39 2.38 -2.70 6.06
C40 1.34 -8.49 4.30
C41 5.49 3.29 3.52
C42 6.85 -4.19 -5.13
C43 -0.56 -3.22 2.01
C44 -2.99 3.72 3.33
C45 3.01 -1.43 8.10
C46 -3.94 4.72 5.47
C47 0.90 -7.61 5.46
C48 -1.82 0.67 -4.17
C49 -3.52 3.13 -4.88
C50 1.00 5.28 -4.37
C51 -6.01 -1.29 -5.24
C52 2.19 1.56 3.67
C53 -10.98 1.06 -5.66
C54 1.77 -4.21 -2.84
C55 -0.08 -4.51 2.66
C56 -10.53 0.21 -6.85
B1 2.57 3.66 -3.51
H1 1.38 -0.41 7.08
H2 -1.61 -3.03 2.26
H3 1.50 4.72 -5.23
H4 -10.90 2.12 -5.91
H5 2.43 0.10 -6.90
H6 -7.42 -2.50 -6.32
H7 0.98 -6.56 5.19
H8 0.03 -2.36 2.35
H9 2.92 0.47 7.05
H10 -1.97 3.70 3.70
H11 6.54 4.16 0.38
H12 7.19 6.27 1.48
H13 -4.58 7.26 11.66
H14 -2.32 5.24 9.38
H15 6.47 -5.02 -4.54
H16 1.69 -5.74 2.87
H17 6.47 5.74 3.00
H18 -0.50 -3.27 0.92
H19 -10.33 -1.86 -7.46
H20 3.86 -1.15 8.73
H21 6.81 -3.54 -7.21
H22 0.83 2.75 -5.86
H23 2.03 -4.00 2.75
H24 -4.16 4.03 -5.18
H25 -3.09 2.89 2.62
H26 2.08 3.73 3.74
H27 4.06 -3.15 7.29
H28 6.73 -2.79 -3.49
H29 1.81 0.72 4.26
H30 2.57 -5.02 -2.62
H31 -6.21 -1.72 -7.34
H32 -3.83 2.62 4.97
H33 0.74 -8.25 3.42
H34 -0.14 5.16 -4.33
H35 0.18 -10.25 4.82
H36 4.47 3.62 1.68
H37 1.95 0.40 8.53
H38 -11.69 -1.57 -6.36
H39 -0.14 -7.82 5.73
H40 5.43 6.05 1.60
H41 4.48 4.07 -3.12
H42 0.49 0.98 -6.26
H43 -5.33 2.04 -3.82
H44 -3.15 4.65 2.78
H45 5.64 1.11 -1.75
H46 7.94 -4.23 -5.08
H47 -1.61 3.98 -5.86
H48 -5.69 -4.06 -5.42
H49 3.49 -1.03 -5.80
H50 -2.48 3.74 10.32
H51 2.16 2.23 1.60
H52 3.28 1.52 3.72
H53 -6.16 -1.76 -4.27
H54 3.33 -2.59 -3.31
H55 -4.20 4.81 11.78
H56 1.33 6.38 -4.46
H57 2.14 0.47 1.80
H58 2.34 -2.04 8.71
H59 4.22 -1.68 6.32
H60 3.25 -1.43 -7.57
H61 1.53 -10.57 3.73
H62 -5.16 6.49 10.18
H63 3.05 6.38 -3.11
H64 -5.83 -4.18 -7.18
H65 1.55 -2.87 -6.57
H66 3.24 -0.80 -2.15
H67 2.38 -8.25 4.05
H68 1.39 -3.71 -1.89
H69 2.80 -3.63 -4.73
H70 -10.35 0.88 -4.78
H71 -3.85 -0.13 -3.21
H72 -4.15 5.67 4.98
H73 6.74 -2.02 -5.08
H74 6.80 -5.30 -6.99
H75 2.75 5.62 -1.42
H76 0.91 -4.70 -3.42
H77 -4.97 -0.95 -5.31
H78 2.06 2.94 5.33
H79 -1.23 -0.28 -3.92
H80 -4.69 4.57 6.25
H81 -12.02 0.84 -5.39
H82 1.48 6.69 -2.20
H83 1.52 -7.77 6.35
H84 -2.68 5.70 11.81
H85 -5.01 3.52 4.03
H86 -3.61 7.36 10.18
H87 -11.14 0.46 -7.72
H88 5.60 2.26 1.66
H89 -0.23 -4.44 3.74
H90 0.61 2.92 4.32
H91 5.28 -2.83 -4.49
H92 4.59 3.13 -1.18
H93 -0.70 -5.34 2.30
H94 7.53 3.83 1.79
H95 -6.65 -0.40 -5.28
H96 0.43 -1.35 -6.82
H97 -9.50 0.46 -7.09

Atom charges from the Mulliken analysis, given in e for atoms 1 to 2:
1 P 0.3514
2 P -0.1181

***

| no. | HOMO-LUMO gap (eV) |
| --- | --- |
| 1 | 8.32 |
| 2 | 6.90 |